(1)
Molecular formula: C30H86O13
Method: DFT, the ωB97M-V functional and the def2-TZVPD basis

Structure (XYZ):
```
129
Properties=species:S:1:pos:R:3:forces:R:3
C -2.27460 5.12578 1.69601 0.593 0.798 -1.954
C -2.10690 4.35154 0.37215 -0.427 -0.682 0.482
C -1.56376 5.15492 -0.78580 0.601 -0.898 -0.284
O -1.13774 3.26931 0.58355 -0.844 0.144 0.108
H -1.33586 5.68163 1.89686 -0.515 -0.378 0.200
H -2.56779 4.47914 2.47918 -0.053 -0.756 0.948
H -3.08729 5.83472 1.56411 -0.047 0.294 0.040
H -3.10729 3.94658 0.03907 0.911 0.100 0.585
H -2.14833 6.01464 -1.05630 -0.447 0.368 0.087
H -1.52447 4.48733 -1.66899 0.056 0.385 0.338
H -0.54972 5.47260 -0.54789 0.134 0.111 -0.054
H -1.39840 2.73339 1.36630 0.109 0.228 -0.726
C 3.28217 0.28403 2.51104 -1.456 1.837 0.083
C 3.44152 -0.43778 1.19933 0.666 -0.700 -0.473
C 4.90559 -0.67312 0.80049 1.092 -2.954 -0.267
O 2.68534 -1.66548 1.22146 0.518 -0.460 0.353
H 3.84510 1.26430 2.49624 -0.604 -1.027 0.079
H 3.50676 -0.24464 3.44255 0.388 -0.311 -0.420
H 2.17292 0.51378 2.57531 1.173 0.045 0.114
H 2.96104 0.12578 0.37686 0.252 0.053 0.548
H 5.06361 -1.03008 -0.25260 -0.555 0.660 0.677
H 5.49541 -1.55654 1.34342 -1.566 1.898 -0.378
H 5.46937 0.22005 0.94003 0.485 0.695 0.097
H 3.12869 -2.24751 1.86304 -0.200 0.106 -0.275
C 2.90059 -4.60526 -0.62334 -1.905 -1.343 0.072
C 2.80044 -3.75447 -1.87962 -0.594 1.285 0.601
C 1.37725 -3.30655 -2.22781 -0.832 -0.822 0.956
O 3.61420 -2.58495 -1.78259 0.890 -0.626 -1.266
H 2.56878 -5.65548 -0.85050 0.040 0.866 0.105
H 2.23950 -4.25834 0.19911 0.272 0.035 -0.511
H 3.86541 -4.74496 -0.19825 1.103 0.352 -0.020
H 3.15400 -4.29002 -2.73122 0.647 -0.440 -0.536
H 0.98831 -2.59964 -1.48594 0.233 -0.140 0.195
H 0.67172 -4.16844 -2.22375 0.417 0.424 -0.139
H 1.28631 -2.78556 -3.16502 0.360 -0.059 -0.573
H 3.34807 -2.04411 -1.05905 -0.618 0.367 1.079
C 2.34216 3.27715 0.11493 0.489 -0.252 -0.036
C 2.59867 4.54996 0.87638 -2.589 -0.830 -0.033
C 2.16667 4.31215 2.30534 1.451 -0.695 0.097
O 3.91675 4.88146 0.75669 1.505 1.099 0.378
H 1.47308 2.81844 0.57501 -0.166 -0.357 -0.303
H 3.24466 2.63205 0.25160 -0.734 0.305 -0.338
H 2.13401 3.51036 -0.92707 0.192 -0.400 -0.184
H 1.92195 5.32269 0.48158 0.233 0.223 -0.198
H 2.53629 5.10485 2.93042 -0.070 0.518 0.562
H 2.66236 3.37755 2.63566 -0.383 0.344 0.102
H 1.10404 4.21877 2.36285 -0.713 -0.062 0.175
H 4.00094 5.62103 1.37238 0.700 0.046 -0.253
C -4.10590 1.08724 -0.36898 -0.136 2.058 -0.052
C -5.31654 1.61466 0.39889 -0.206 0.542 0.070
O -4.84812 2.11275 1.66974 1.536 -0.082 -1.248
H -3.43101 1.97796 -0.53024 -0.475 -1.135 0.101
H -4.34663 0.66683 -1.34098 -0.195 0.034 -0.019
H -3.60982 0.37292 0.23881 0.645 -0.732 0.468
H -6.05170 0.83722 0.60977 -0.093 -0.134 -0.291
H -5.80669 2.44891 -0.16012 0.242 -0.633 0.284
H -5.54011 2.19027 2.29393 -1.234 0.061 0.709
C -1.20692 2.95841 -4.55392 0.051 0.127 -1.134
C -2.72207 2.65698 -4.59383 0.660 1.398 1.074
O -3.22354 2.61819 -3.23688 -1.051 0.744 -1.532
H -0.74179 2.64849 -5.52707 -0.304 0.645 0.668
H -0.64333 2.43191 -3.78586 -0.382 -0.298 0.128
H -1.05801 4.04317 -4.34240 -0.039 -0.718 -0.432
H -3.03922 1.80441 -5.14697 0.268 -1.264 -0.187
H -3.20340 3.46914 -5.16311 -0.044 0.075 0.663
H -2.55240 2.21468 -2.71400 0.911 -0.739 0.637
C -3.77989 -0.63933 3.54112 -0.361 -1.626 1.257
C -2.93173 -1.94241 3.55045 -0.696 0.863 -0.830
O -1.52592 -1.68072 3.49825 -1.199 1.214 1.196
H -4.81019 -0.96844 3.32548 0.192 0.173 0.145
H -3.50165 0.01448 2.75506 0.457 0.849 -0.508
H -3.80749 -0.16735 4.55004 0.245 -0.055 -0.848
H -3.29696 -2.54762 2.70579 0.571 0.128 -0.116
H -3.22641 -2.51072 4.41467 0.294 -0.314 0.728
H -1.06547 -2.31340 2.97695 0.623 -1.114 -1.069
C -0.99033 -5.12065 0.63730 0.903 -0.594 -1.516
C -0.97216 -3.61145 0.54102 -1.916 0.188 0.404
O -0.14606 -3.09092 1.54949 1.330 0.769 0.376
H -1.37327 -5.44328 1.60155 0.029 -0.279 -0.060
H 0.03653 -5.59440 0.39757 -1.419 0.937 0.745
H -1.61588 -5.46039 -0.20855 -0.130 -0.196 0.628
H -2.02372 -3.14981 0.72671 1.457 -0.957 -0.357
H -0.72032 -3.33581 -0.47193 0.435 0.418 -0.113
H 0.65567 -2.62781 1.22323 -0.669 -0.339 0.073
C 2.27631 -3.04511 5.00691 0.118 -0.547 -0.837
C 1.14878 -3.97303 5.41598 -0.097 -0.666 2.217
O 0.91735 -5.06560 4.54145 0.638 0.131 0.277
H 2.52805 -2.34584 5.78681 -0.093 0.303 0.408
H 1.90629 -2.47954 4.14409 0.409 0.054 -0.074
H 3.21441 -3.58817 4.75536 -0.716 0.192 0.015
H 0.22680 -3.39547 5.60283 0.220 -0.072 -0.380
H 1.34664 -4.44803 6.42604 0.123 0.527 -1.004
H 0.18261 -4.84085 3.99226 -0.607 0.166 -0.744
C 0.30471 -0.21624 -0.14173 0.589 -0.062 0.110
C 0.35128 0.34884 -1.58859 -0.543 0.054 1.211
O -0.80469 1.16657 -1.81114 0.484 0.740 0.883
H -0.69138 -0.56951 0.17837 0.258 -0.239 -0.709
H 0.47040 0.58526 0.58610 0.295 0.128 -0.158
H 1.08899 -0.99862 0.06022 -0.977 0.826 -0.430
H 0.30436 -0.44466 -2.30832 0.015 -0.407 -0.440
H 1.27265 0.92389 -1.77657 -0.141 -0.140 0.186
H -0.77925 1.83373 -1.07920 -0.300 -0.421 -0.588
C 0.16450 1.60600 4.66358 -0.360 -0.054 -1.469
C -1.08556 1.71958 3.84206 -0.842 0.989 0.894
O -0.99310 1.08875 2.62651 0.555 -1.495 -1.565
H 0.26102 0.55724 4.84235 0.645 -0.667 0.616
H 0.04868 2.19733 5.51625 -0.114 0.542 1.794
H 1.00025 2.01973 4.12370 0.463 -0.127 -0.329
H -1.29091 2.77472 3.59971 -0.125 -0.183 0.286
H -1.93775 1.30366 4.41298 0.169 0.366 -0.071
H -0.80773 0.12827 2.76460 -0.503 0.731 -0.055
C 2.94297 -1.83645 -7.50266 -0.298 -1.032 -0.521
C 1.69176 -1.51205 -6.70392 -0.068 0.581 0.049
O 1.86577 -1.70343 -5.30790 0.010 0.132 0.416
H 3.58767 -2.65149 -7.11184 -0.767 0.296 -0.035
H 3.54950 -0.96153 -7.54189 0.645 0.689 -0.130
H 2.64442 -2.08799 -8.53550 0.269 0.088 0.322
H 0.79795 -2.08464 -6.94842 0.231 -0.129 -0.309
H 1.46364 -0.44077 -6.88373 -0.204 -0.511 -0.053
H 2.41965 -0.98146 -4.99585 0.076 -0.130 0.261
C -2.22078 -1.62110 -2.86439 -0.336 -0.081 -1.817
C -1.93635 -0.95980 -4.26916 -1.359 -1.626 0.375
O -1.20690 -1.78781 -5.18876 -1.282 0.323 0.169
H -2.99937 -1.03922 -2.36532 0.277 0.030 0.145
H -1.34501 -1.73567 -2.24777 0.277 0.070 0.278
H -2.63994 -2.61756 -3.08598 0.192 0.264 0.220
H -1.52435 0.02475 -4.17267 0.416 0.570 0.056
H -2.94782 -0.89051 -4.73091 0.729 0.274 0.154
H -0.29559 -1.85330 -4.95010 1.139 0.115 0.493
```
Forces are in eV/Å.

Results
Calculated total energy: -59119.117 eV
Frontier orbital gap: 10.5 eV
Relative energy (zero: lowest compared OMol25 entry of this formula, charge and spin): 240.1 kJ/mol
Max |F|: 0.0615 hartree/bohr

***

(2)
Molecular formula: C16H25CrN6S8Sb
Method: DFT, the ωB97M-V functional and the def2-TZVPD basis

Structure (XYZ):
```
57
Properties=species:S:1:pos:R:3:forces:R:3
Cr -1.13309 0.11989 -1.59378 0.610 -0.321 -0.266
S -2.74789 -6.93655 -3.35789 0.172 0.140 -0.073
C -2.30436 -5.35794 -2.99828 -0.403 -0.195 0.240
S -1.32838 -4.91614 -1.66589 0.139 -0.067 -0.044
C -1.37011 -3.17741 -1.84627 -0.089 0.071 -0.043
C -2.13433 -2.73684 -2.87569 0.061 0.064 0.142
S -2.38546 -1.07444 -3.35749 0.096 0.011 0.106
S -2.91205 -3.98584 -3.81502 0.049 0.004 -0.162
S -0.43643 -2.23217 -0.71827 -0.106 0.198 -0.025
S -1.10644 1.94382 -3.23591 -0.094 0.050 0.104
C -0.42739 3.28084 -2.34649 0.070 0.074 0.075
C -0.32429 4.52940 -3.04844 -0.014 -0.049 -0.025
N -0.27108 5.51830 -3.63961 -0.002 -0.004 0.006
C -0.00901 3.21105 -1.04893 0.000 0.098 -0.114
S -0.11290 1.79633 -0.04821 -0.075 -0.038 0.027
C 0.54433 4.38793 -0.43257 -0.060 -0.033 -0.005
N 0.97509 5.32186 0.08807 0.020 -0.020 -0.001
C 2.20173 -3.64004 2.37132 0.041 -0.036 -0.040
C 1.72748 -2.39042 3.10624 0.001 -0.015 0.060
Sb 1.71776 -0.68193 1.77155 -0.119 -0.020 -0.071
C 1.01298 0.75337 3.23541 -0.019 0.070 0.024
C 1.20491 0.42854 4.71123 0.007 -0.032 0.071
C 3.83960 -0.22760 1.92247 0.054 0.039 -0.060
C 4.58205 -0.55282 3.21068 0.018 -0.015 0.070
H 2.18536 -4.53118 3.00671 -0.014 0.006 0.011
H 3.22712 -3.52118 2.00732 0.004 0.006 0.006
H 1.57490 -3.83819 1.49926 -0.007 0.004 0.001
H 2.33420 -2.19177 3.99269 -0.008 0.012 0.000
H 0.69474 -2.51232 3.44272 0.000 -0.024 -0.015
H -0.04672 0.88580 3.00784 0.004 -0.004 -0.004
H 1.48426 1.70256 2.96929 0.024 -0.014 0.004
H 0.67989 -0.48728 4.99103 0.003 -0.005 -0.015
H 0.81848 1.22826 5.35207 -0.009 0.011 -0.017
H 2.25502 0.28388 4.97266 -0.002 0.008 -0.016
H 3.90846 0.83921 1.69281 0.006 0.001 0.003
H 4.29833 -0.74291 1.07520 -0.003 -0.008 0.003
H 4.21479 0.04079 4.04967 -0.012 -0.004 -0.008
H 5.65590 -0.35486 3.12153 0.000 0.012 -0.011
H 4.47173 -1.60391 3.48739 -0.001 -0.003 -0.011
S -3.20358 -0.11205 0.34263 -0.068 -0.115 0.140
C -3.76676 1.16074 -0.57018 -0.209 0.106 -0.017
N -3.48747 2.46969 -0.37109 0.047 -0.028 -0.029
C -3.93945 3.28948 -1.49172 0.040 0.019 -0.010
C -4.57017 2.25969 -2.45012 0.074 -0.020 -0.029
N -4.58121 1.03611 -1.65087 -0.031 0.000 -0.012
H -2.61135 2.65954 0.10224 -0.026 0.005 0.028
H -3.10057 3.79953 -1.96411 -0.001 0.014 0.016
H -4.66239 4.03394 -1.14988 -0.017 -0.011 -0.017
H -3.93907 2.13083 -3.33077 -0.046 -0.004 -0.027
H -5.57925 2.53713 -2.75763 -0.005 0.021 0.032
H -4.51267 0.14054 -2.12191 0.025 0.003 0.016
N 2.40303 -1.03816 -2.16585 0.003 0.017 -0.042
N 1.41504 -0.12519 -2.63905 -0.126 0.045 -0.029
H 2.88170 -1.48576 -2.94126 -0.027 -0.030 0.004
H 1.88646 -1.75491 -1.65888 0.011 0.009 0.021
H 1.01200 -0.38749 -3.53239 0.001 0.013 -0.001
H 1.79654 0.80825 -2.70560 0.017 -0.016 0.028
```
Forces are in eV/Å.

Results
Net charge: -2
Calculated total energy: -147583.132 eV
Frontier orbital gap (alpha / beta): 5.9 / 6.1 eV
2S+1: 5
Relative energy (zero: lowest compared OMol25 entry of this formula, charge and spin): 42.3 kJ/mol
Max |F|: 0.0144 hartree/bohr

***

(3)
Molecular formula: C2H5N3O
Method: DFT, the ωB97M-V functional and the def2-TZVPD basis

Structure (XYZ):
```
11
Properties=species:S:1:pos:R:3:forces:R:3
H 2.68402 -1.18102 -0.96450 -0.421 -0.438 -0.481
N 1.80099 -0.72000 -0.73583 0.080 -0.851 -1.086
N 1.02599 -0.72198 -1.70958 2.517 -0.044 0.506
O -0.03797 0.01282 -1.45120 -0.682 0.683 2.839
C -0.07039 0.39426 0.07782 -1.439 1.325 -1.346
C -1.40763 -0.06414 0.58541 0.245 -0.351 0.121
N 0.71856 1.22669 0.55404 0.012 -0.034 -0.636
H 0.51339 1.53639 1.49890 -0.309 -0.208 0.039
H -2.07374 0.79723 0.64604 0.039 0.003 -0.047
H -1.84730 -0.79541 -0.08651 -0.010 -0.052 0.087
H -1.30592 -0.48483 1.58540 -0.031 -0.033 0.003
```
Forces are in eV/Å.

Results
Calculated total energy: -8669.265 eV
Frontier orbital gap: 10.2 eV
Relative energy (zero: lowest compared OMol25 entry of this formula, charge and spin): 422.3 kJ/mol
Max |F|: 0.0583 hartree/bohr

***

(4)
Molecular formula: C6H22NO5
Method: DFT, the ωB97M-V functional and the def2-TZVPD basis

Structure (XYZ):
```
34
Properties=species:S:1:pos:R:3:forces:R:3
C -0.47591 -1.42125 -1.21965 -1.069 1.584 -1.327
C -0.55497 -0.02231 -1.98910 1.107 -0.786 -0.264
C 0.14580 1.16238 -1.27637 -1.383 -0.853 -0.827
C 0.10166 1.29329 0.07886 1.860 -1.020 -2.570
C 0.61788 2.47575 0.65861 0.361 0.611 -0.116
C 0.25031 2.82493 1.85470 -0.655 -2.412 3.182
N 0.91393 -1.61429 -0.74985 -0.237 4.540 1.842
H -0.75059 -2.19396 -1.87731 0.201 -1.017 -1.293
H -1.28795 -1.50111 -0.51159 0.729 0.347 1.168
H -0.13438 -0.23797 -3.02784 -0.533 0.772 1.438
H -1.56137 0.38051 -2.15312 -0.156 -0.866 0.052
H 0.30721 1.95896 -2.06146 0.463 -0.501 1.605
H -0.25719 0.48735 0.71898 0.187 0.418 -0.263
H 1.32072 3.07214 0.13162 -0.005 0.769 -0.947
H -0.08940 1.97940 2.56141 -0.338 1.605 -1.219
H 0.45229 3.73380 2.33014 0.563 1.236 0.494
H 1.59883 -1.53080 -1.49403 0.164 -1.422 -0.816
H 1.05304 -2.24364 0.03842 0.352 -0.196 -0.179
H 1.13222 -0.55407 -0.40076 -0.454 -2.482 0.093
H -2.72092 0.38237 1.20727 -3.236 0.844 3.792
H -2.26731 0.96980 -0.03483 -0.569 2.337 -1.389
O -2.17553 0.24741 0.52182 2.485 -3.895 -1.922
H -0.60563 -3.26094 3.03652 -1.930 -1.367 -0.765
H 0.36423 -2.51522 3.52956 0.525 -0.302 -2.021
O 0.14321 -2.88426 2.60077 0.421 1.241 3.024
H 2.61011 -1.63357 -3.87135 1.822 -0.717 -0.595
H 1.32937 -0.90222 -4.09491 1.316 -1.597 2.499
O 1.85201 -1.44201 -3.36148 -2.793 2.204 -2.048
H -3.62624 3.24410 0.59681 0.046 -0.254 -0.182
H -2.18402 3.38470 0.15715 0.128 -0.057 0.003
O -2.90008 2.74074 0.20045 -0.252 0.772 0.079
H 3.19626 -2.71720 2.61422 -3.354 3.100 -0.109
H 1.65688 -1.78186 2.87956 2.863 -1.081 -0.898
O 2.54552 -1.88093 2.40678 1.370 -1.556 0.477
```
Forces are in eV/Å.

Results
Net charge: +1
Calculated total energy: -18296.525 eV
Frontier orbital gap: 9.4 eV
Relative energy (zero: lowest compared OMol25 entry of this formula, charge and spin): 400.0 kJ/mol
Max |F|: 0.0983 hartree/bohr

***

(5)
Molecular formula: C20H18F5N5OOsTe
Method: DFT, the ωB97M-V functional and the def2-TZVPD basis

Structure (XYZ):
```
51
Properties=species:S:1:pos:R:3:forces:R:3
Os 0.19356 -0.57370 1.67282 -0.172 0.058 -0.414
C -2.51392 -2.91289 -4.49121 -0.007 0.004 -0.006
C -1.76536 -2.26540 -3.37123 0.025 0.027 0.028
C -0.95332 -1.14832 -3.59964 -0.038 -0.055 0.007
C -0.30816 -0.53282 -2.56209 0.028 0.017 0.045
C -0.39837 -1.00749 -1.23530 -0.058 -0.072 -0.095
N 0.22841 -0.30916 -0.20546 0.141 0.071 0.458
C 0.99962 0.85788 -0.52980 0.006 -0.138 -0.010
C 2.13266 0.79333 -1.33427 0.061 -0.016 0.006
C 2.88997 1.92448 -1.56213 -0.027 -0.010 -0.001
C 2.54376 3.15367 -0.99499 0.004 0.009 0.004
C 3.38756 4.37077 -1.22669 -0.009 -0.012 -0.005
C 1.42750 3.20596 -0.16625 0.019 0.017 -0.008
C 0.66905 2.07402 0.07373 0.027 -0.004 0.002
N -0.45226 2.16540 0.94317 -0.118 0.039 0.114
C -1.30101 3.18973 1.14145 0.097 0.025 -0.098
C -2.24820 2.79766 2.06160 -0.078 -0.001 0.076
C -1.93293 1.48649 2.38600 0.028 -0.053 -0.007
N -0.83868 1.11300 1.71168 -0.061 0.070 0.028
C -1.22901 -2.12905 -1.00240 0.085 0.117 -0.029
C -1.89804 -2.71875 -2.06604 0.002 0.001 -0.030
N -1.42443 -2.68918 0.28061 -0.109 -0.125 0.107
C -2.05701 -3.85450 0.57461 0.078 0.010 -0.132
C -2.21124 -3.94324 1.93070 -0.043 0.036 0.063
C -1.64534 -2.77853 2.43782 0.027 0.036 0.025
N -1.17042 -2.02488 1.44384 0.032 -0.041 0.132
H -1.89668 -2.97140 -5.38678 0.002 -0.006 0.001
H -3.39245 -2.31373 -4.74238 0.001 0.000 -0.006
H -2.85228 -3.91302 -4.22980 0.001 0.000 0.000
H -0.85190 -0.75244 -4.60144 -0.008 0.006 -0.001
H 0.26488 0.35819 -2.76173 -0.014 -0.010 -0.018
H 2.42092 -0.15679 -1.76606 0.005 0.003 0.002
H 3.77300 1.85445 -2.18397 0.002 -0.001 0.002
H 3.70767 4.42850 -2.26605 0.002 0.000 0.000
H 4.28713 4.32493 -0.60991 0.005 -0.002 -0.001
H 2.85389 5.28490 -0.97595 -0.001 -0.001 0.003
H 1.16887 4.13650 0.32343 -0.002 -0.005 -0.002
H -1.18482 4.11456 0.60174 -0.006 -0.002 -0.001
H -3.06652 3.38378 2.44075 0.001 -0.001 0.001
H -2.41896 0.80120 3.06115 0.002 0.002 0.000
H -2.57018 -3.54388 -1.88815 0.004 -0.013 0.002
H -2.33815 -4.55196 -0.19229 0.004 -0.003 -0.003
H -2.65746 -4.75152 2.48241 -0.006 0.006 0.006
H -1.50917 -2.46522 3.46057 0.001 -0.010 -0.010
F 3.68564 0.92889 4.12668 -0.009 0.008 0.011
Te 2.32983 -0.26935 3.94233 -0.039 -0.217 -0.131
F 2.68878 -1.15639 5.48598 -0.035 0.006 -0.054
F 3.47048 -1.32497 2.95311 -0.036 0.100 0.079
F 1.22283 0.93342 4.79022 0.015 0.006 -0.031
F 1.88864 0.67051 2.24636 0.061 0.035 0.067
O 0.85161 -1.29365 3.37926 0.106 0.090 -0.177
```
Forces are in eV/Å.

Results
Net charge: +2
Calculated total energy: -53862.299 eV
Frontier orbital gap (alpha / beta): 6.2 / 6.1 eV
Relative energy (zero: lowest compared OMol25 entry of this formula, charge and spin): 0.0 kJ/mol
Max |F|: 0.0094 hartree/bohr